(1)
Below is a molecular structure, C14H31BN6SSi2Ti, with properties calculated with the ωB97M-V functional and the def2-TZVPD basis.

Results
⟨S²⟩: 0.75
Calculated total energy: -2732.0082 hartree
Multiplicity: 2
Energy relative to the best compared isomer or geometry (same formula, charge and spin): 83.5 kJ/mol
LUMO level (alpha / beta): -3.312 / -3.036 eV
Net charge: +1

```
56
Properties=species:S:1:pos:R:3:forces:R:3
Ti 0.155 0.202 -0.214 -0.227 -2.140 -1.071
B -0.087 1.247 2.737 -0.054 -0.119 -0.144
N 1.225 1.668 2.004 0.104 0.494 0.303
C 2.208 2.458 2.419 0.074 -0.152 -0.037
C 3.190 2.517 1.433 -0.001 -0.039 -0.170
C 2.704 1.725 0.414 0.187 0.105 0.235
N 1.507 1.210 0.770 1.114 0.776 0.708
N -1.263 1.656 1.793 -0.253 0.262 0.419
C -2.300 2.446 2.035 0.043 -0.098 -0.069
C -3.131 2.459 0.916 -0.006 -0.027 -0.221
C -2.497 1.638 0.003 -0.245 0.170 0.300
N -1.364 1.145 0.546 -1.101 0.784 0.392
H -0.178 1.847 3.762 0.000 0.049 0.081
H -0.092 0.048 2.841 0.015 -0.019 0.041
H 2.175 2.919 3.393 -0.072 -0.022 -0.001
H 4.112 3.071 1.454 -0.007 -0.012 0.008
H 3.156 1.496 -0.539 -0.038 -0.040 -0.005
H -2.403 2.952 2.980 0.058 -0.030 0.019
H -4.053 2.999 0.790 0.004 -0.022 0.011
H -2.807 1.360 -0.991 0.068 -0.018 -0.020
N 0.132 2.477 -2.002 -0.142 -0.233 0.025
C -0.406 3.653 -1.437 0.167 0.220 0.081
N -1.495 4.122 -2.061 -0.154 -0.149 -0.068
S 0.257 4.387 -0.128 0.060 -0.154 0.048
H -0.183 2.332 -2.955 0.150 -0.138 -0.049
H 1.142 2.500 -1.962 0.111 0.145 0.011
H -1.883 3.713 -2.894 0.018 0.005 -0.002
H -1.925 4.950 -1.686 -0.033 0.017 0.011
C -1.210 -3.893 -1.789 0.105 0.203 0.217
Si -1.387 -2.207 -0.975 -0.324 0.134 -0.043
C -3.165 -1.883 -0.433 0.247 -0.194 -0.090
C -0.970 -0.915 -2.369 -0.002 -0.515 0.544
C -0.242 -1.727 0.439 0.306 -0.094 -0.366
Si 1.528 -2.363 0.452 0.168 0.067 0.111
C 2.239 -1.462 -1.108 -0.041 -0.438 0.573
C 2.483 -1.792 1.977 -0.204 -0.124 -0.206
C 1.766 -4.221 0.294 -0.147 0.253 -0.119
H -1.975 -4.038 -2.554 -0.022 0.077 0.002
H -1.320 -4.694 -1.056 0.007 0.012 0.006
H -0.234 -4.007 -2.266 -0.013 -0.011 -0.001
H -3.855 -1.825 -1.277 0.045 -0.017 -0.034
H -3.243 -0.959 0.140 0.012 0.003 0.014
H -3.515 -2.694 0.211 0.026 -0.001 0.012
H -1.819 -0.783 -3.039 -0.076 0.141 0.106
H -0.121 -1.234 -2.974 0.093 0.108 0.063
H -0.751 0.081 -1.950 -0.411 0.349 -0.924
H -0.743 -1.857 1.401 -0.026 0.097 0.009
H 1.739 -0.494 -1.292 0.585 -0.006 -0.584
H 2.108 -2.068 -2.005 -0.134 0.126 -0.075
H 3.305 -1.265 -0.991 -0.028 0.176 -0.015
H 2.657 -0.717 2.003 -0.018 -0.007 -0.002
H 3.452 -2.293 2.023 0.001 -0.006 -0.040
H 1.936 -2.059 2.885 -0.011 -0.003 -0.010
H 1.361 -4.622 -0.636 0.007 -0.006 0.026
H 1.260 -4.723 1.122 -0.003 0.012 0.005
H 2.824 -4.484 0.348 0.015 0.051 -0.009
```
Forces are in eV/Å.

=====

(2)
Below is a single C2H7NO2Si molecule, with properties calculated with the ωB97M-V functional and the def2-TZVPD basis.

Results
⟨S²⟩: 2.02
Calculated total energy: -574.9750 hartree
Multiplicity: 3
Energy relative to the best compared isomer or geometry (same formula, charge and spin): 359.9 kJ/mol
LUMO level (alpha / beta): 0.828 / -3.486 eV

```
13
Properties=species:S:1:pos:R:3:forces:R:3
C 1.643 0.637 0.606 2.425 -1.399 -1.867
C -1.665 -0.575 0.407 -0.835 -2.554 0.750
N -1.106 0.372 -0.508 1.771 -1.327 1.103
O -1.795 1.237 -0.936 -1.667 3.007 -1.801
O 0.626 -1.727 -0.586 -0.414 -0.393 -0.791
Si 0.724 -0.208 -0.860 2.458 0.752 0.796
H 0.964 1.384 0.892 -0.440 1.129 1.419
H 2.109 -0.102 1.310 -1.395 0.670 -0.081
H 2.604 1.086 0.202 -1.305 0.023 0.086
H -0.784 -0.892 1.081 -1.961 0.618 -0.334
H -2.739 -0.318 0.758 2.244 -0.006 -0.084
H -1.754 -1.442 -0.282 -0.244 -0.059 0.759
H 1.172 0.548 -2.084 -0.636 -0.460 0.045
```
Forces are in eV/Å.

=====

(3)
Below is 3 unconnected molecules or ions with the total composition C5H10, with properties calculated with the ωB97M-V functional and the def2-TZVPD basis.

Results
Calculated total energy: -196.3240 hartree
SMILES string: C1=CC1.[H][H].C=C
Energy relative to the best compared isomer or geometry (same formula, charge and spin): 484.0 kJ/mol
LUMO level: 1.329 eV

```
15
Properties=species:S:1:pos:R:3:forces:R:3
C 0.218 0.519 -1.507 -0.234 0.003 -0.303
C -0.843 -0.198 -1.678 0.150 0.245 -0.262
C 0.432 -0.962 -1.483 0.193 -0.287 -0.040
H 0.690 1.486 -1.492 -0.068 -0.123 0.012
H -1.898 -0.260 -1.893 0.162 0.008 0.021
H 0.625 -1.477 -0.532 -0.109 0.195 -0.156
H 0.903 -1.445 -2.343 -0.064 0.019 0.138
H -1.400 -0.876 0.936 -0.203 -0.156 -0.065
H -1.658 -0.852 0.240 -0.157 -0.145 0.176
C 0.130 0.324 2.056 0.208 0.185 0.042
C 0.855 1.036 1.203 -0.025 -0.029 0.256
H 0.422 -0.679 2.358 0.019 0.140 -0.015
H -0.797 0.706 2.473 0.153 -0.009 -0.015
H 0.551 2.032 0.894 0.040 -0.091 0.115
H 1.770 0.646 0.768 -0.065 0.044 0.096
```
Forces are in eV/Å.

=====

(4)
Below is a molecular structure, C49H47N9O2S4Sn, with properties calculated with the ωB97M-V functional and the def2-TZVPD basis.

Results
Calculated total energy: -4344.3427 hartree
Energy relative to the best compared isomer or geometry (same formula, charge and spin): 0.0 kJ/mol
LUMO level: -9.726 eV
Net charge: +4

```
112
Properties=species:S:1:pos:R:3:forces:R:3
Sn 0.623 -0.014 1.752 0.283 0.113 0.094
N -0.079 1.578 3.945 0.104 -0.056 -0.200
N -1.074 0.973 4.713 -0.099 -0.141 -0.024
C -1.555 -0.248 4.449 0.127 0.185 0.009
N -2.513 -0.705 5.233 -0.127 -0.092 0.026
S -1.008 -1.290 3.185 -0.170 0.097 0.054
H 0.612 1.982 4.571 0.025 -0.042 -0.041
H -0.494 2.304 3.364 0.023 -0.010 0.029
H -1.501 1.523 5.450 -0.019 -0.017 -0.005
H -2.892 -0.175 6.006 0.027 -0.015 0.007
H -2.889 -1.630 5.084 -0.005 0.018 0.002
N -0.641 1.459 1.179 0.236 0.198 -0.088
S -0.950 2.084 -0.159 -0.113 -0.200 0.373
N -0.931 1.146 -1.458 -0.061 0.108 -0.166
S -1.860 -0.081 -1.750 0.069 0.039 -0.010
N -1.779 -1.277 -0.759 -0.154 -0.162 -0.078
S -0.450 -2.118 -0.405 0.119 0.102 -0.003
N 0.657 -1.388 0.291 0.038 -0.206 0.032
C -1.166 -3.442 0.501 -0.028 -0.105 -0.054
C -0.285 -4.152 1.312 -0.021 -0.011 -0.016
C -0.751 -5.282 1.965 0.028 0.003 0.018
C -2.067 -5.692 1.792 -0.029 -0.012 0.003
C -2.933 -4.974 0.974 0.000 0.003 0.020
C -2.487 -3.842 0.312 0.067 0.039 0.117
C 0.225 -2.857 -1.862 -0.009 0.016 0.005
C 1.450 -2.390 -2.322 -0.025 -0.046 -0.007
C 2.001 -2.985 -3.446 0.012 0.006 -0.028
C 1.335 -4.022 -4.087 0.014 0.024 0.013
C 0.110 -4.475 -3.613 -0.022 0.012 0.004
C -0.457 -3.896 -2.490 0.021 0.040 0.026
C -1.458 -0.479 -3.414 0.013 -0.020 -0.033
C -2.297 -1.401 -4.040 0.055 0.038 0.027
C -2.049 -1.717 -5.363 0.000 0.000 -0.011
C -0.988 -1.118 -6.035 -0.011 -0.015 0.002
C -0.160 -0.208 -5.390 0.015 -0.013 -0.001
C -0.388 0.123 -4.064 -0.053 -0.050 0.012
C -3.571 0.308 -1.768 -0.025 0.008 0.002
C -4.482 -0.446 -1.039 0.011 0.082 -0.037
C -5.828 -0.132 -1.158 0.001 0.018 0.018
C -6.231 0.912 -1.981 -0.002 0.007 -0.002
C -5.298 1.659 -2.696 -0.016 0.019 -0.004
C -3.952 1.357 -2.602 0.009 -0.035 0.053
C 0.169 3.335 -0.690 0.003 0.111 -0.040
C 0.312 3.654 -2.039 0.071 -0.044 0.083
C 1.142 4.710 -2.383 0.002 -0.004 -0.001
C 1.800 5.432 -1.393 0.013 0.013 -0.013
C 1.640 5.106 -0.052 0.005 0.006 0.021
C 0.813 4.055 0.310 0.012 -0.041 -0.051
C -2.509 2.895 0.013 -0.009 0.025 -0.033
C -2.756 4.090 -0.655 -0.018 -0.071 0.017
C -4.000 4.686 -0.505 -0.009 -0.009 -0.004
C -4.968 4.087 0.289 -0.012 0.008 0.001
C -4.703 2.889 0.946 -0.018 -0.026 0.010
C -3.465 2.283 0.819 0.018 0.051 -0.046
H 0.745 -3.833 1.413 -0.001 -0.023 -0.001
H -0.084 -5.852 2.598 -0.003 -0.002 -0.011
H -2.420 -6.585 2.291 -0.002 0.007 0.005
H -3.955 -5.304 0.846 0.007 -0.005 -0.006
H -3.148 -3.279 -0.330 0.008 -0.027 -0.029
H 1.965 -1.602 -1.792 0.000 -0.003 0.013
H 2.962 -2.650 -3.813 -0.007 -0.006 -0.009
H 1.781 -4.492 -4.954 0.000 0.002 0.003
H -0.397 -5.293 -4.107 0.005 -0.001 0.003
H -1.398 -4.266 -2.107 -0.012 0.003 0.016
H -3.133 -1.844 -3.513 -0.002 0.003 -0.013
H -2.693 -2.420 -5.876 0.007 0.007 -0.003
H -0.812 -1.358 -7.076 0.001 0.000 0.007
H 0.659 0.253 -5.926 -0.010 0.001 0.006
H 0.238 0.835 -3.546 0.011 -0.001 -0.025
H -4.146 -1.249 -0.401 -0.014 -0.007 0.005
H -6.563 -0.708 -0.612 0.001 0.001 -0.011
H -7.284 1.142 -2.076 0.007 -0.001 0.000
H -5.624 2.464 -3.340 -0.004 -0.010 0.006
H -3.218 1.912 -3.174 -0.020 -0.006 -0.002
H -0.213 3.091 -2.797 -0.006 0.025 -0.010
H 1.267 4.978 -3.423 -0.006 0.004 0.005
H 2.437 6.263 -1.669 0.000 -0.007 -0.003
H 2.151 5.679 0.710 -0.006 0.000 -0.004
H 0.668 3.795 1.351 0.000 0.019 0.004
H -1.999 4.565 -1.263 -0.010 0.002 0.002
H -4.206 5.624 -1.002 0.000 -0.002 0.008
H -5.933 4.562 0.407 0.003 -0.005 -0.003
H -5.463 2.433 1.566 -0.006 0.010 -0.007
H -3.235 1.360 1.336 -0.008 -0.002 0.001
O 6.694 -0.402 5.274 -0.012 -0.004 0.050
C 5.542 -0.883 5.913 0.018 0.003 -0.057
C 4.385 -0.711 4.975 0.055 -0.018 0.061
C 3.077 -0.979 5.376 -0.040 -0.021 -0.022
C 2.050 -0.816 4.479 0.130 -0.004 -0.058
N 2.253 -0.410 3.210 -0.103 -0.012 0.060
C 3.515 -0.162 2.810 -0.024 0.002 0.013
C 4.590 -0.289 3.667 0.003 -0.005 -0.010
C 3.673 0.269 1.406 -0.006 0.067 0.040
C 4.892 0.248 0.757 0.023 0.018 -0.010
C 4.967 0.677 -0.563 0.058 0.012 -0.008
C 6.280 0.693 -1.290 0.017 -0.007 0.061
O 7.241 0.086 -0.471 -0.007 0.011 -0.027
C 3.789 1.087 -1.183 -0.039 0.050 -0.026
C 2.605 1.043 -0.484 0.080 -0.021 0.078
N 2.545 0.660 0.800 -0.119 -0.010 -0.104
H 7.454 -0.469 5.863 -0.002 -0.014 -0.016
H 5.325 -0.356 6.849 -0.008 0.036 -0.007
H 5.616 -1.952 6.155 0.001 -0.007 0.011
H 2.858 -1.317 6.381 -0.006 0.002 -0.015
H 1.035 -1.037 4.758 -0.120 -0.007 0.014
H 5.593 -0.052 3.346 -0.017 -0.014 0.000
H 5.788 -0.110 1.242 -0.018 0.024 -0.001
H 6.526 1.739 -1.514 -0.001 0.012 -0.011
H 6.162 0.175 -2.249 -0.018 -0.016 -0.004
H 8.106 0.111 -0.895 -0.001 0.003 0.015
H 3.791 1.430 -2.211 -0.014 -0.020 0.006
H 1.675 1.311 -0.957 -0.126 0.017 -0.061
```
Forces are in eV/Å.